{"formula": "C16H22O3", "method": "ωB97M-V with the def2-TZVPD basis set", "e_lumo_ha": 0.0284, "relative_energy_ev": 0.0000, "smiles": "CCCCOc1cccc(C2(C(=O)O)CCCC2)c1", "spin_multiplicity": 1, "total_energy_ha": -848.62272, "gap_ev": 9.22, "symbols": ["C", "C", "C", "C", "O", "C", "C", "C", "C", "C", "C", "C", "O", "O", "C", "C", "C", "C", "C", "H", "H", "H", "H", "H", "H", "H", "H", "H", "H", "H", "H", "H", "H", "H", "H", "H", "H", "H", "H", "H", "H"], "xyz": [[5.74211, 1.85674, -0.33650], [4.64101, 1.33527, 0.57892], [4.49335, -0.18654, 0.53302], [3.83458, -0.67169, -0.76165], [2.53096, -0.15784, -0.93812], [1.49608, -0.66186, -0.21111], [1.55484, -1.76447, 0.63246], [0.40549, -2.18532, 1.28165], [-0.79210, -1.52008, 1.11613], [-0.85817, -0.40192, 0.28695], [-2.18937, 0.29998, 0.09946], [-2.95203, -0.66559, -0.80029], [-3.76329, -1.47105, -0.42806], [-2.57789, -0.57690, -2.08224], [-2.11842, 1.69691, -0.53180], [-3.44460, 2.32547, -0.12067], [-3.57310, 1.91857, 1.34616], [-2.95942, 0.51237, 1.42242], [0.28127, 0.00594, -0.38098], [5.84016, 2.93438, -0.22878], [6.69681, 1.39916, -0.08446], [5.52096, 1.64149, -1.37856], [4.86383, 1.63334, 1.60583], [3.68748, 1.78744, 0.29946], [3.88286, -0.50661, 1.37994], [5.47308, -0.66018, 0.62101], [4.39022, -0.30314, -1.62733], [3.83032, -1.76818, -0.80253], [2.47229, -2.31086, 0.78378], [0.45266, -3.05122, 1.92557], [-1.67968, -1.87195, 1.61740], [-3.04009, -1.24736, -2.60929], [-1.98029, 1.65920, -1.60982], [-1.29495, 2.25344, -0.08200], [-3.45735, 3.40586, -0.25800], [-4.25851, 1.89224, -0.70496], [-4.60676, 1.93179, 1.68772], [-3.00291, 2.61073, 1.96745], [-2.28642, 0.42459, 2.27427], [-3.73128, -0.25143, 1.51659], [0.26913, 0.84388, -1.05773]], "forces_ev_per_angstrom": [[-0.199, -0.003, 0.151], [0.135, -0.135, -0.010], [-0.369, 0.190, -0.210], [0.469, -0.205, 0.237], [-0.264, 0.124, -0.032], [-0.225, 0.007, 0.047], [0.331, 0.047, -0.174], [-0.164, 0.016, 0.016], [0.043, -0.052, 0.046], [0.298, -0.014, 0.059], [0.111, -0.049, -0.085], [-0.394, -0.184, 0.110], [-0.132, -0.081, 0.027], [0.256, 0.193, -0.556], [-0.162, -0.014, -0.122], [0.124, 0.096, 0.086], [-0.109, 0.033, -0.042], [-0.128, -0.084, 0.101], [0.139, -0.047, 0.059], [0.072, 0.096, -0.071], [0.132, -0.023, -0.016], [0.046, 0.009, -0.155], [-0.079, 0.039, -0.003], [-0.029, 0.045, 0.110], [0.069, -0.102, 0.010], [0.033, -0.079, 0.040], [-0.041, -0.113, 0.062], [-0.028, 0.104, -0.064], [0.106, 0.003, -0.002], [0.009, -0.068, 0.054], [-0.118, -0.034, 0.077], [-0.041, 0.008, 0.312], [0.130, 0.063, 0.013], [0.073, 0.004, 0.009], [-0.068, 0.013, -0.079], [-0.065, 0.014, -0.069], [-0.005, 0.052, 0.082], [-0.025, 0.040, 0.024], [0.004, -0.061, -0.026], [0.095, 0.002, 0.076], [-0.028, 0.149, -0.093]], "lowdin_charge": [-0.109, -0.258, -0.183, -0.199, -0.046, -0.250, -0.026, -0.065, -0.035, -0.156, -0.319, -0.478, 0.119, 0.126, -0.131, -0.174, -0.169, -0.105, 0.062, 0.069, 0.072, 0.065, 0.105, 0.107, 0.103, 0.117, 0.121, 0.120, 0.104, 0.106, 0.119, 0.139, 0.117, 0.128, 0.110, 0.118, 0.107, 0.109, 0.119, 0.113, 0.125]}

{"formula": "C16H22O5", "method": "ωB97M-V with the def2-TZVPD basis set", "e_lumo_ha": 0.0285, "relative_energy_ev": 0.0884, "smiles": "CCC(=O)OCCCCCCOc1ccc(C(=O)O)cc1", "spin_multiplicity": 1, "total_energy_ha": -999.12095, "gap_ev": 9.37, "symbols": ["C", "C", "C", "O", "O", "C", "C", "C", "C", "C", "C", "O", "C", "C", "C", "C", "C", "O", "O", "C", "C", "H", "H", "H", "H", "H", "H", "H", "H", "H", "H", "H", "H", "H", "H", "H", "H", "H", "H", "H", "H", "H", "H"], "xyz": [[-3.06710, -2.62440, 1.03203], [-1.66855, -3.17252, 0.78548], [-0.66540, -2.05994, 0.58347], [-0.92541, -0.88615, 0.58803], [0.56315, -2.55461, 0.38749], [1.60706, -1.62772, 0.07645], [1.96509, -0.70317, 1.23686], [3.17578, 0.16724, 0.89644], [3.32180, 1.36811, 1.84383], [2.83920, 2.69334, 1.24637], [1.37256, 2.69916, 0.81455], [1.28690, 2.10820, -0.46959], [0.09416, 1.67034, -0.93110], [-1.13839, 1.90545, -0.32593], [-2.27935, 1.34201, -0.85566], [-2.22278, 0.55407, -2.00234], [-3.45576, -0.07395, -2.49385], [-4.54209, 0.01867, -1.97198], [-3.28159, -0.80662, -3.61362], [-0.99533, 0.36365, -2.63896], [0.14535, 0.91878, -2.11169], [-3.77881, -3.43821, 1.14238], [-3.37738, -1.99247, 0.20380], [-3.08081, -2.01969, 1.93479], [-1.64760, -3.80024, -0.10799], [-1.33132, -3.78708, 1.62266], [2.45662, -2.25533, -0.20181], [1.29232, -1.02615, -0.78320], [1.09879, -0.07705, 1.44552], [2.17215, -1.30265, 2.12663], [3.07782, 0.53304, -0.12560], [4.07446, -0.45117, 0.93973], [2.77574, 1.17032, 2.76843], [4.37259, 1.49661, 2.11061], [3.44333, 2.93950, 0.37158], [2.98128, 3.48137, 1.98828], [0.76108, 2.14589, 1.53614], [1.00226, 3.73306, 0.76355], [-1.21176, 2.50709, 0.56575], [-3.23614, 1.49204, -0.37986], [-4.13214, -1.19000, -3.87703], [-0.94711, -0.23499, -3.53522], [1.10532, 0.77618, -2.58542]], "forces_ev_per_angstrom": [[0.204, -0.061, -0.043], [-0.170, 0.238, 0.031], [-0.134, -0.286, 0.048], [-0.012, -0.016, 0.010], [0.042, -0.325, 0.054], [0.155, 0.451, 0.094], [-0.031, -0.100, -0.315], [-0.044, -0.150, 0.168], [0.114, 0.102, -0.267], [-0.311, -0.238, 0.055], [0.171, 0.413, 0.350], [0.027, -0.179, -0.188], [-0.316, -0.146, -0.284], [0.297, 0.237, 0.089], [-0.096, -0.185, -0.353], [0.235, 0.164, 0.114], [-0.661, -0.101, 0.063], [0.092, 0.037, 0.025], [0.287, -0.160, -0.335], [-0.153, 0.002, 0.115], [0.183, 0.179, 0.147], [-0.081, -0.047, 0.014], [-0.092, 0.058, -0.034], [-0.066, 0.064, 0.063], [0.085, -0.051, 0.045], [0.068, -0.047, -0.076], [-0.077, 0.078, -0.019], [0.090, -0.103, 0.070], [0.025, -0.010, 0.063], [-0.024, 0.016, 0.056], [0.083, -0.044, -0.075], [0.038, -0.007, -0.057], [0.025, -0.008, 0.102], [-0.016, -0.010, 0.095], [0.036, 0.113, -0.008], [-0.006, 0.073, -0.049], [-0.023, 0.024, -0.066], [-0.039, -0.163, -0.001], [0.022, 0.034, 0.095], [-0.074, 0.008, 0.054], [0.025, 0.187, 0.260], [0.029, -0.023, -0.069], [0.094, -0.016, -0.042]], "lowdin_charge": [-0.084, -0.138, -0.481, 0.118, 0.008, -0.151, -0.172, -0.196, -0.196, -0.167, -0.194, -0.049, -0.268, -0.010, -0.005, -0.154, -0.496, 0.093, 0.097, -0.007, -0.011, 0.073, 0.069, 0.079, 0.123, 0.122, 0.134, 0.113, 0.095, 0.127, 0.106, 0.112, 0.112, 0.106, 0.120, 0.113, 0.123, 0.132, 0.111, 0.126, 0.129, 0.118, 0.121]}

| no. | HOMO (eV) |
| --- | --- |
| 1 | -8.44 |
| 2 | -8.59 |